A cluster of 2 separate species, C3H5NSi in total at a distorted geometry, computed with the ωB97M-V functional and the def2-TZVPD basis.

Largest force on an atom: 4.789 eV Å⁻¹
Energy: -461.36489 Eh
Lowest unoccupied orbital energy (spin up / spin down): -1.32 / -0.90 eV
Relative energy (zero: lowest compared OMol25 entry of this formula, charge and spin): 92.7 kcal/mol
Orbital gap (spin up / spin down): 9.0 / 7.5 eV

ORCA input file:
```
! RIJCOSX wB97M-V def2-TZVPD def2/J DEFGRID3
* xyz 0 1
C -1.8792 0.1906 -0.1024
C 1.2439 1.1697 0.3041
C 1.2005 -0.1513 0.5438
N -2.8957 0.7149 -0.3199
Si -0.3994 -0.9354 -0.0063
H 1.9564 1.9803 0.6279
H 0.6113 1.6606 -0.3646
H 1.8536 -0.5463 1.1858
H -0.7678 -1.8438 -2.6147
H -0.9236 -2.2393 0.7464
*
```

A cluster of 2 separate species, C5H10N2 in total at a distorted geometry, computed with the ωB97M-V functional and the def2-TZVPD basis.

Largest force on an atom: 2.991 eV Å⁻¹
Energy: -305.94923 Eh
Lowest unoccupied orbital energy: 0.74 eV
SMILES: C/C=C\N.CC#N
Relative energy (zero: lowest compared OMol25 entry of this formula, charge and spin): 46.8 kcal/mol
Orbital gap: 9.1 eV

ORCA input file:
```
! RIJCOSX wB97M-V def2-TZVPD def2/J DEFGRID3
* xyz 0 1
C -1.1035 -0.0521 -0.2569
C -0.8383 1.2161 -1.0253
C 1.6703 -1.3425 -0.8410
C 1.3415 -0.5205 0.3164
C -1.3305 -0.0913 1.0882
N 1.5738 -0.0766 1.3768
N -0.8215 0.7909 1.9874
H -1.4732 -0.8854 -0.8426
H 0.2490 0.3634 2.2098
H -0.5353 1.6620 1.5501
H -1.6332 -1.0419 1.5201
H -1.7295 1.8488 -1.0565
H -0.5495 0.9951 -2.0533
H -0.0400 1.8054 -0.5694
H 1.6630 -0.7423 -1.7474
H 0.9074 -2.1172 -0.9521
H 2.6496 -1.8119 -0.7041
*
```

A structure of composition C3H3N3O, computed with the ωB97M-V functional and the def2-TZVPD basis.

Largest force on an atom: 0.476 eV Å⁻¹
Energy: -355.44325 Eh
Lowest unoccupied orbital energy: -0.22 eV
Relative energy (zero: lowest compared OMol25 entry of this formula, charge and spin): 123.4 kcal/mol
Orbital gap: 9.0 eV

ORCA input file:
```
! RIJCOSX wB97M-V def2-TZVPD def2/J DEFGRID3
* xyz 0 1
O -1.9850 0.3031 0.1501
C -0.6837 0.0436 0.0752
C -0.1965 -1.2203 -0.2702
N 1.1030 -1.4342 -0.4330
N 2.0033 -0.4587 -0.3259
C 1.6036 0.7423 0.1170
N 0.2393 0.9492 0.3660
H -2.1060 1.2207 0.4426
H -0.8669 -2.0626 -0.4173
H 0.8889 1.9170 0.2957
*
```

A cluster of 14 separate species, C21H64BrFIN4O15S in total at a distorted geometry, computed with the ωB97M-V functional and the def2-TZVPD basis.

Largest force on an atom: 2.173 eV Å⁻¹
Energy: -5555.55814 Eh
Lowest unoccupied orbital energy: -3.36 eV
Orbital gap: 8.7 eV

ORCA input file:
```
! RIJCOSX wB97M-V def2-TZVPD def2/J DEFGRID3
* xyz 1 1
C 1.6744 4.5068 -2.3643
C 2.5919 3.2832 -2.6186
C 2.6822 2.1710 -1.5435
C 1.3612 1.4970 -1.0422
C 0.3788 1.4360 -2.2278
F -0.8554 0.8015 -1.9299
C 0.9232 0.6674 -3.4762
C 0.5048 1.3645 -4.8161
C 1.8063 0.0171 -0.7524
N 0.7054 -0.8919 -0.3551
C 1.3754 -2.0681 0.3034
C 0.4235 -3.2266 0.6675
C -0.2771 -3.8830 -0.5482
I -2.1071 -4.8423 0.1963
C -0.1179 -0.2206 0.5371
N -1.3534 -0.5205 0.7534
O -1.9702 -1.5407 0.1315
C -2.9458 -1.0120 -0.8139
C -4.3819 -1.1563 -0.2311
O -5.1989 -0.2331 -0.9041
C -5.0211 1.0924 -0.3939
C -4.3989 2.0715 -1.4111
N 0.3391 0.9199 1.2185
C 0.7417 2.0345 0.3116
N -0.4594 2.8446 -0.0983
C -1.4386 2.7519 0.6247
S -2.5808 2.6908 1.7634
C 1.6872 2.8807 1.2402
Br 1.0073 3.1020 3.1180
C 2.1162 4.3013 0.8425
C 0.9687 5.3781 0.8060
H 2.1875 5.2916 -1.7907
H 1.4583 4.9702 -3.3437
H 0.7043 4.2859 -1.9006
H 2.3513 2.8975 -3.6224
H 3.6154 3.6861 -2.7303
H 3.2564 1.3645 -2.0395
H 3.3662 2.4682 -0.7334
H 0.0706 2.4181 -2.6105
H 0.4268 -0.3183 -3.5136
H 2.0022 0.4578 -3.4254
H 1.3698 1.4039 -5.4971
H 0.1817 2.4066 -4.6681
H -0.3139 0.8296 -5.3125
H 2.3649 -0.4361 -1.5773
H 2.5245 0.0950 0.0990
H 2.0929 -2.4339 -0.4507
H 1.9572 -1.7781 1.1945
H 1.0243 -4.0047 1.1657
H -0.3242 -2.8644 1.3866
H -0.6138 -3.1799 -1.3134
H 0.3200 -4.7145 -0.9343
H -1.8880 0.0585 1.4073
H -2.6989 0.0323 -1.0273
H -2.8775 -1.6542 -1.7044
H -4.3216 -0.9848 0.8620
H -4.7205 -2.1965 -0.3529
H -4.3278 1.0567 0.4700
H -5.9848 1.4779 -0.0357
H -4.3898 3.0614 -0.9200
H -3.3572 1.8457 -1.6845
H -5.0011 2.1428 -2.3266
H 1.1538 0.5883 1.7348
H 2.6015 2.2744 1.3784
H 2.7498 4.6505 1.6793
H 2.7914 4.3765 -0.0181
H 0.8540 5.8471 -0.1717
H 0.0141 4.9684 1.1653
H 1.2014 6.1952 1.5073
O -0.9103 7.6034 -0.0028
H -1.2731 7.9372 0.8235
H -1.6317 7.0883 -0.3823
O -3.7398 -7.8646 2.0151
H -3.2376 -7.1027 1.7100
H -3.0723 -8.5434 2.1627
O 3.4310 -1.0037 -3.5480
H 4.2975 -1.0215 -3.9643
H 3.2410 -1.9330 -3.3884
O 0.5789 -6.6936 2.3108
H -0.0152 -6.2452 1.6975
H 1.0021 -5.9848 2.8056
O -8.1542 -1.7928 -1.4811
H -7.3689 -1.3879 -1.0956
H -7.8420 -2.6358 -1.8232
O 2.2810 -0.0715 3.3783
H 2.8327 -0.0955 4.1686
H 1.8028 0.7679 3.4205
O 4.1429 -2.4898 2.9007
H 4.7066 -2.5636 3.6788
H 3.7016 -1.6405 3.0102
O -6.5587 -8.3875 1.0765
H -6.6990 -7.4965 1.4064
H -5.6008 -8.5015 1.1123
O 3.7231 -4.6976 4.5316
H 3.7417 -4.4220 3.6079
H 4.5967 -5.0748 4.6821
O 2.4492 5.6112 4.8553
H 2.1028 5.9502 5.6870
H 1.7231 5.0997 4.4813
O 5.1086 -3.1185 -3.6405
H 5.3430 -3.4957 -4.4961
H 5.4864 -3.7334 -3.0029
O 2.3484 -6.8563 6.6313
H 2.7761 -6.0749 6.2624
H 3.0518 -7.5101 6.6796
O -2.6896 5.5321 -1.6940
H -2.1256 4.7738 -1.8762
H -3.5519 5.2723 -2.0333
*
```

A structure of composition C21H19AlBrClF3N7O3S3Se at a distorted geometry, computed with the ωB97M-V functional and the def2-TZVPD basis.

Largest force on an atom: 1.539 eV Å⁻¹
Energy: -8593.04378 Eh
Lowest unoccupied orbital energy: -0.46 eV
Relative energy (zero: lowest compared OMol25 entry of this formula, charge and spin): 18.7 kcal/mol
Orbital gap: 7.7 eV

ORCA input file:
```
! RIJCOSX wB97M-V def2-TZVPD def2/J DEFGRID3
* xyz 0 1
Al 0.2327 0.0733 0.5480
O 4.1139 -0.4395 1.5902
S 2.8524 -0.7646 2.1982
O 1.7816 0.0264 1.3541
O 2.6302 -0.3039 3.5540
S 2.3586 -2.6945 1.9819
Se 3.6335 0.0618 -1.2603
N 2.0287 0.8061 -1.5023
C 2.0842 1.4280 -2.6781
C 1.0636 2.2776 -3.2314
C 1.2650 2.8418 -4.4415
C 2.4697 2.6277 -5.2012
C 3.4696 1.8682 -4.7103
C 3.3065 1.2574 -3.4203
N 4.2555 0.5392 -2.8302
H 0.1617 2.4798 -2.6774
H 0.4979 3.4888 -4.8478
H 2.5749 3.1048 -6.1668
H 4.3973 1.7150 -5.2443
Br -0.8835 5.3360 4.9077
C -0.6209 3.8624 3.7678
C -1.6340 2.9380 3.5918
C -1.3931 1.8715 2.7487
N -0.2374 1.6898 2.1063
C 0.7298 2.5953 2.2947
C 0.5839 3.6988 3.1140
H -2.5858 3.0393 4.0918
H -2.1611 1.1285 2.5797
H 1.6684 2.4141 1.7879
H 1.3984 4.3961 3.2408
Cl -0.0361 -1.9246 5.7694
C -0.8185 -1.9041 4.2282
C -1.9341 -2.6777 3.9976
C -2.5180 -2.6149 2.7399
C -1.9565 -1.8033 1.7791
N -0.8577 -1.0638 2.0064
C -0.3009 -1.1073 3.2220
H -2.3336 -3.3114 4.7778
H -3.4047 -3.1859 2.5040
H -2.3975 -1.7207 0.7993
H 0.5875 -0.5067 3.4170
F -1.1544 1.0479 -1.8603
C -0.9816 1.3060 -0.5409
F -2.2496 1.2913 -0.0114
F -0.5893 2.6053 -0.4963
C -3.8113 -2.7963 -2.3579
C -2.6145 -2.2485 -3.1332
C -1.3660 -2.2078 -2.3019
N -1.2449 -1.4818 -1.2586
N 0.0110 -1.5898 -0.6628
C 0.7754 -2.4745 -1.2704
N 1.9839 -2.8162 -0.8304
S 0.0417 -3.1630 -2.6592
H -4.6888 -2.8530 -3.0009
H -4.0500 -2.1435 -1.5182
H -3.6087 -3.7956 -1.9703
H -2.8118 -1.2279 -3.4642
H -2.4303 -2.8466 -4.0263
H 2.2284 -2.5933 0.1633
H 2.4890 -3.5558 -1.2863
*
```

The molecule C5H7NO, computed with the ωB97M-V functional and the def2-TZVPD basis.

Largest force on an atom: 0.671 eV Å⁻¹
Energy: -324.69498 Eh
Lowest unoccupied orbital energy: 0.79 eV
SMILES: Cn1cccc1O
Relative energy (zero: lowest compared OMol25 entry of this formula, charge and spin): 18.5 kcal/mol
Orbital gap: 8.4 eV

ORCA input file:
```
! RIJCOSX wB97M-V def2-TZVPD def2/J DEFGRID3
* xyz 0 1
C -1.8218 0.1637 0.6042
N -0.5080 -0.2244 0.0872
C 0.1249 -1.4586 -0.1320
C 1.4333 -1.2185 -0.4488
C 1.6423 0.1906 -0.4513
C 0.4354 0.7392 -0.1159
O 0.0593 2.0347 0.0467
H -2.2254 0.9840 0.0004
H -1.7572 0.5414 1.6342
H -2.5287 -0.6659 0.5831
H -0.3693 -2.4160 -0.2342
H 2.1678 -1.9904 -0.6460
H 2.5357 0.7474 -0.7002
H 0.8119 2.5727 -0.2274
*
```